Version P
Molecular formula: C5H6
Method: DFT, the ωB97M-V functional and the def2-TZVPD basis

CARTESIAN COORDINATES (ANGSTROEM)
C1 -0.80 0.80 0.74
C2 -0.93 0.94 -0.58
C3 0.39 -1.28 -0.14
C4 0.51 0.01 0.74
C5 0.60 0.03 -0.75
H1 -1.62 1.14 1.29
H2 -1.40 1.62 -1.18
H3 1.21 -1.84 0.06
H4 -0.51 -1.81 -0.13
H5 1.25 0.10 1.38
H6 1.31 0.30 -1.43

Computed properties:
SMILES string: C1=C[C@H]2C[C@@H]12
HOMO (eV): -8.6618
HOMO-LUMO gap (Ha): 0.3682
Net charge: 0

From a Löwdin analysis of the wavefunction, the atomic charges in e read: -0.071 0.053 -0.067 -0.197 -0.136 0.069 0.042 0.063 0.092 0.073 0.079

---

Version Q
Molecular formula: C5H6
Method: DFT, the ωB97M-V functional and the def2-TZVPD basis

CARTESIAN COORDINATES (ANGSTROEM)
C1 2.26 -0.07 -0.52
C2 0.91 0.10 -0.15
C3 0.05 1.15 0.00
C4 -0.32 -0.83 0.13
C5 -1.14 0.41 0.50
H1 2.43 -1.04 -1.02
H2 0.04 2.08 -0.56
H3 -0.69 -1.33 -0.78
H4 -0.13 -1.54 0.92
H5 -2.06 0.55 -0.08
H6 -1.36 0.52 1.56

Computed properties:
HOMO (alpha / beta) (eV): -8.0777 / -8.5064
HOMO-LUMO gap (alpha / beta) (Ha): 0.2688 / 0.2827
Net charge: 0

From a Löwdin analysis of the wavefunction, the atomic charges in e read: 0.145 -0.351 -0.028 -0.138 -0.166 0.000 0.105 0.117 0.094 0.108 0.114

---

version P comes first in stability; the runner-up is 18.9 kcal/mol higher.

---

Version P
Molecular formula: C5H6
Method: DFT, the ωB97M-V functional and the def2-TZVPD basis

CARTESIAN COORDINATES (ANGSTROEM)
C1 1.97 -0.01 -0.09
C2 3.25 -0.33 -0.27
C3 -2.84 -0.12 0.30
C4 0.90 0.35 0.51
C5 -1.75 -0.21 -0.44
H1 4.09 0.30 -0.60
H2 3.48 -1.37 0.03
H3 -3.84 -0.26 -0.31
H4 -3.10 -0.32 1.39
H5 -0.74 0.03 0.03
H6 -1.72 -0.33 -1.48

Computed properties:
HOMO (eV): -9.5092
HOMO-LUMO gap (Ha): 0.2867
Net charge: 0

From a Löwdin analysis of the wavefunction, the atomic charges in e read: -0.242 0.062 -0.095 0.116 -0.108 0.079 0.079 0.073 0.065 -0.058 0.028

---

Version Q
Molecular formula: C5H6
Method: DFT, the ωB97M-V functional and the def2-TZVPD basis

CARTESIAN COORDINATES (ANGSTROEM)
C1 -0.68 0.72 0.55
C2 0.30 1.03 -0.59
C3 0.89 -0.15 -0.98
C4 0.37 -1.24 -0.11
C5 -0.66 -0.77 0.67
H1 -0.39 1.13 1.59
H2 -1.70 1.10 0.43
H3 0.58 2.00 -0.93
H4 1.73 -0.26 -1.68
H5 0.77 -2.24 -0.29
H6 -1.22 -1.32 1.36

Computed properties:
SMILES string: C1=CCC=C1
HOMO (eV): -8.4388
HOMO-LUMO gap (Ha): 0.3516
Net charge: 0

From a Löwdin analysis of the wavefunction, the atomic charges in e read: -0.220 -0.085 -0.094 -0.094 -0.107 0.148 0.111 0.080 0.096 0.089 0.076

---

version Q comes first in stability; the runner-up is 131.6 kcal/mol higher.

---

Version P
Molecular formula: C5H6
Method: DFT, the ωB97M-V functional and the def2-TZVPD basis

CARTESIAN COORDINATES (ANGSTROEM)
C1 2.54 0.07 -0.13
C2 1.34 -0.11 0.08
C3 -0.05 -0.13 0.57
C4 -1.05 0.77 -0.17
C5 -1.09 -0.70 -0.27
H1 3.65 -0.06 -0.29
H2 -0.26 -0.08 1.65
H3 -1.83 1.22 0.33
H4 -0.57 1.45 -0.90
H5 -0.76 -1.30 -1.15
H6 -1.92 -1.13 0.28

Computed properties:
SMILES string: C#CC1CC1
HOMO (eV): -9.4479
HOMO-LUMO gap (Ha): 0.3910
Net charge: 0

From a Löwdin analysis of the wavefunction, the atomic charges in e read: 0.086 -0.109 -0.319 -0.112 -0.158 0.054 0.144 0.063 0.121 0.125 0.104

---

Version Q
Molecular formula: C5H6
Method: DFT, the ωB97M-V functional and the def2-TZVPD basis

CARTESIAN COORDINATES (ANGSTROEM)
C1 1.09 -0.57 0.01
C2 -0.27 -1.18 0.00
C3 -1.20 -0.21 -0.01
C4 -0.58 1.12 0.00
C5 0.77 0.93 0.00
H1 1.78 -0.72 0.87
H2 1.73 -0.87 -0.80
H3 -0.58 -2.25 0.01
H4 -2.29 -0.40 -0.01
H5 -1.06 2.05 0.09
H6 1.54 1.71 -0.12

Computed properties:
SMILES string: C1=CCC=C1
HOMO (eV): -8.4738
HOMO-LUMO gap (Ha): 0.3570
Net charge: 0

From a Löwdin analysis of the wavefunction, the atomic charges in e read: -0.202 -0.117 -0.122 -0.092 -0.088 0.128 0.103 0.108 0.104 0.076 0.101

---

Version R
Molecular formula: C5H6
Method: DFT, the ωB97M-V functional and the def2-TZVPD basis

CARTESIAN COORDINATES (ANGSTROEM)
C1 2.50 -0.12 -0.13
C2 1.34 0.20 -0.19
C3 -0.06 0.46 -0.39
C4 -0.99 -0.72 -0.25
C5 -1.08 0.41 0.73
H1 3.52 -0.44 -0.10
H2 -0.28 1.18 -1.18
H3 -1.77 -0.85 -0.99
H4 -0.52 -1.64 0.09
H5 -1.92 1.08 0.64
H6 -0.74 0.24 1.75

Computed properties:
SMILES string: C#CC1CC1
HOMO (eV): -9.4214
HOMO-LUMO gap (Ha): 0.3908
Net charge: 0

From a Löwdin analysis of the wavefunction, the atomic charges in e read: 0.108 -0.121 -0.312 -0.123 -0.117 0.021 0.135 0.099 0.106 0.099 0.105

---

version Q comes first in stability; the runner-up is 34.2 kcal/mol higher.

---

Version P
Molecular formula: C11H14O4
Method: DFT, the ωB97M-V functional and the def2-TZVPD basis

CARTESIAN COORDINATES (ANGSTROEM)
C1 -0.37 -3.82 1.74
H1 0.50 -3.96 2.27
H2 -1.14 -4.50 2.25
H3 -0.31 -4.36 0.70
O1 -1.07 -2.48 1.40
C2 -0.12 -1.50 0.81
C3 1.14 -1.75 0.37
C4 1.89 -1.02 -0.56
C5 1.44 0.30 -0.70
C6 0.14 0.63 -0.07
C7 -0.38 -0.34 0.54
O2 -1.70 0.17 0.91
C8 -3.06 -0.69 1.24
H4 -2.91 -1.46 0.47
H5 -2.79 -1.33 2.09
H6 -3.69 0.02 1.47
C9 -0.47 2.11 -0.15
H7 0.07 2.76 0.61
H8 -1.39 1.86 -0.15
C10 0.10 2.72 -1.52
C11 1.34 3.36 -1.69
O3 2.07 3.97 -0.59
O4 2.04 3.31 -2.79
H9 2.90 3.89 -2.68
H10 0.02 1.81 -2.66
H11 -0.73 3.40 -1.79
H12 1.88 1.10 -1.05
H13 2.99 -1.39 -0.88
H14 1.59 -2.82 0.43

Computed properties:
HOMO (eV): -8.5972
HOMO-LUMO gap (Ha): 0.3375
Net charge: 0

From a Löwdin analysis of the wavefunction, the atomic charges in e read: -0.024 0.036 0.099 0.119 -0.125 -0.199 -0.052 -0.059 0.023 -0.100 -0.292 -0.145 0.097 0.089 0.068 0.025 -0.008 0.155 0.022 -0.124 -0.449 -0.130 0.076 0.200 0.254 0.123 0.034 0.154 0.131

---

Version Q
Molecular formula: C11H14O4
Method: DFT, the ωB97M-V functional and the def2-TZVPD basis

CARTESIAN COORDINATES (ANGSTROEM)
C1 5.22 -0.76 -0.59
C2 2.75 -0.37 -0.39
C3 2.31 -0.15 1.07
C4 0.13 0.56 0.22
C5 -0.33 -0.80 0.26
C6 -1.72 -0.80 0.24
C7 -4.01 -1.57 0.00
C8 -3.95 -0.21 -0.53
C9 -2.56 0.32 -0.12
C10 -2.01 1.66 -0.33
C11 -0.62 1.69 -0.02
H1 5.68 -0.46 0.39
H2 5.20 0.23 -1.09
H3 5.67 -1.59 -1.12
H4 2.96 0.59 -0.86
H5 1.95 -0.94 -0.90
H6 2.03 -1.17 1.47
H7 3.18 0.31 1.76
H8 0.29 -1.68 0.30
H9 -4.34 -1.68 1.01
H10 -4.61 -2.41 -0.60
H11 -3.93 -0.28 -1.64
H12 -4.77 0.40 -0.30
H13 -2.47 2.51 -0.83
H14 -0.07 3.70 -0.47
O1 3.88 -1.19 -0.45
O2 1.34 0.86 0.88
O3 -2.51 -1.89 0.16
O4 0.05 2.85 -0.09

Computed properties:
SMILES string: COCCOc1cc2c(cc1O)CCO2
HOMO (eV): -7.2893
HOMO-LUMO gap (Ha): 0.2957
Net charge: 0

From a Löwdin analysis of the wavefunction, the atomic charges in e read: -0.094 -0.212 -0.162 -0.179 0.084 -0.243 -0.110 -0.136 -0.106 0.081 -0.279 0.091 0.085 0.087 0.130 0.127 0.129 0.173 0.116 0.101 0.165 0.136 0.096 0.117 0.100 -0.220 -0.079 -0.060 0.063

---

version Q comes first in stability; the runner-up is 135.9 kcal/mol higher.

---

Version P
Molecular formula: C2H5FO2
Method: DFT, the ωB97M-V functional and the def2-TZVPD basis

CARTESIAN COORDINATES (ANGSTROEM)
C1 1.35 0.57 -0.32
C2 -0.87 -0.21 0.43
O1 -1.61 -1.39 0.35
O2 0.15 -0.23 -0.49
F1 -1.77 0.81 0.00
H1 1.76 0.69 -1.27
H2 2.30 -0.08 0.07
H3 1.31 1.47 0.24
H4 -0.72 -0.07 1.52
H5 -1.90 -1.57 -0.53

Computed properties:
SMILES string: CO[C@H](O)F
HOMO (eV): -10.8573
HOMO-LUMO gap (Ha): 0.4336
Net charge: 0

From a Löwdin analysis of the wavefunction, the atomic charges in e read: -0.052 -0.440 0.054 -0.070 -0.012 0.049 0.136 0.076 0.177 0.083

---

Version Q
Molecular formula: C2H5FO2
Method: DFT, the ωB97M-V functional and the def2-TZVPD basis

CARTESIAN COORDINATES (ANGSTROEM)
C1 -0.81 -0.73 0.02
C2 0.29 0.37 0.02
O1 1.50 -0.12 0.28
O2 0.10 1.13 -1.10
F1 -0.08 1.23 1.07
H1 -1.81 -0.41 -0.50
H2 -0.50 -1.64 -0.63
H3 -1.03 -0.91 0.96
H4 1.71 -0.81 0.91
H5 0.62 1.90 -1.03

Computed properties:
SMILES string: CC(O)(O)F
HOMO (eV): -11.5059
HOMO-LUMO gap (Ha): 0.4487
Net charge: 0

From a Löwdin analysis of the wavefunction, the atomic charges in e read: 0.021 -0.720 0.104 0.104 0.022 0.125 0.122 0.008 0.124 0.090

---

version Q comes first in stability; the runner-up is 11.9 kcal/mol higher.